No. 1
144
Properties=species:S:1:pos:R:3:forces:R:3:lowdin_charge:R:1 method="wB97M-V/def2-TZVPD" lumo_energy_ev=-4.138 total_charge=+2 energy_ha=-2801.54579
Cd 36.9352 0.9594 2.0476 2.070 2.500 3.146 1.309
C 41.6617 -0.0738 -0.2846 2.941 0.177 -2.549 -0.071
C 41.0960 -1.3224 0.2573 -0.783 -0.086 0.415 -0.370
C 41.9855 -2.5979 0.5423 1.118 0.958 1.089 -0.206
O 42.9524 -2.7907 -0.4230 1.140 -0.548 -2.251 -0.195
C 43.9134 -3.8775 -0.2690 -0.654 0.786 0.395 -0.053
N 40.3427 -0.7551 1.3926 -0.326 -2.189 0.664 0.044
H 42.3764 -0.3035 -1.0749 0.006 -0.226 -0.450 0.085
H 42.3492 0.4518 0.3781 -0.497 0.156 0.595 0.096
H 40.9764 0.6067 -0.7900 -0.440 -0.057 0.549 0.067
H 40.3611 -1.7407 -0.4304 -0.171 0.255 -0.304 0.119
H 41.3329 -3.4626 0.6633 -0.336 -0.223 -0.012 0.117
H 42.6464 -2.5309 1.4064 -0.793 0.477 1.289 0.117
H 44.7792 -3.6949 -0.9055 -0.546 0.088 -0.497 0.092
H 43.4439 -4.8418 -0.4633 0.038 0.012 -0.159 0.088
H 44.3740 -3.9056 0.7186 -0.413 0.156 0.506 0.080
H 40.7926 0.0436 1.8166 0.488 0.069 -0.055 0.038
H 40.3592 -1.4740 2.1019 -0.610 0.104 0.523 0.029
C 35.3218 6.4102 4.8893 0.246 -1.764 -3.274 0.008
C 35.7754 5.6450 3.4989 0.082 0.577 0.677 -0.347
C 35.5399 6.4336 2.2198 0.026 0.584 0.581 -0.243
O 34.1663 6.5903 1.9678 -0.396 1.153 -1.152 -0.158
C 33.9223 7.3568 0.7469 0.542 -1.283 -0.563 -0.067
N 37.2127 5.2261 3.5297 -0.692 0.609 1.275 0.018
H 35.8643 7.3520 4.9711 -0.241 -0.028 0.099 0.081
H 35.5141 5.7292 5.7184 -0.087 0.196 0.088 0.056
H 34.2573 6.5010 4.6732 -0.058 0.560 0.765 0.074
H 35.2338 4.7125 3.3401 -0.419 -0.046 0.558 0.124
H 36.0480 5.9432 1.3895 0.038 -0.268 -0.200 0.102
H 36.0080 7.4088 2.3543 0.146 0.398 -0.138 0.131
H 34.0696 6.7215 -0.1265 -0.371 -0.924 -0.054 0.055
H 34.6762 8.0781 0.4317 0.047 0.792 1.267 0.089
H 32.9049 7.7338 0.6430 0.206 0.068 0.745 0.096
H 37.8073 6.0258 3.3652 0.172 0.410 -0.837 0.096
H 37.3262 5.2290 4.5333 0.535 -0.762 0.609 0.060
C 38.3625 4.0770 0.8965 -0.296 0.225 -0.377 -0.057
C 39.3289 2.9271 1.1642 0.905 0.624 0.264 -0.366
C 40.0723 2.9992 2.5525 -2.003 0.194 -0.795 -0.166
O 40.7350 1.7941 2.8543 0.008 0.016 -0.308 -0.223
C 41.5684 1.8720 4.0144 -0.039 0.525 -1.151 -0.047
N 38.6033 1.7084 0.9356 0.814 -0.563 -0.470 -0.014
H 37.4543 4.0168 1.4962 0.299 0.003 0.230 0.040
H 38.0121 3.9969 -0.1325 0.293 -0.352 -0.303 0.058
H 38.7473 5.0961 0.9352 0.323 -0.132 0.462 0.096
H 40.0941 2.9254 0.3879 0.460 0.511 0.050 0.138
H 39.3641 3.1736 3.3625 -0.378 0.087 -0.001 0.093
H 40.6243 3.9343 2.4583 1.048 -0.260 0.230 0.134
H 41.8192 0.8496 4.2972 0.085 0.205 0.062 0.079
H 41.0818 2.4192 4.8217 -0.137 -0.152 0.152 0.071
H 42.4300 2.4415 3.6658 0.474 -0.148 0.619 0.101
H 38.3078 1.6732 -0.0296 -0.338 0.425 -0.727 0.056
H 39.2692 0.9505 0.8889 0.283 -0.633 0.572 0.036
C 40.0974 -0.7448 6.5432 -0.286 -0.951 0.442 -0.021
C 39.7186 -2.0038 5.7707 1.057 0.693 1.005 -0.426
C 38.3035 -2.4049 5.9786 -1.094 -0.456 0.729 -0.187
O 37.3885 -1.3348 5.9847 -0.738 1.281 -0.168 -0.247
C 36.0128 -1.7196 6.0647 0.105 -0.380 0.040 -0.058
N 40.0462 -1.7250 4.3897 0.595 -1.378 -0.837 0.033
H 41.1498 -0.5071 6.3884 -0.185 0.345 -0.405 0.086
H 40.0139 -0.8608 7.6238 -0.434 0.067 0.001 0.096
H 39.3602 -0.0535 6.1349 0.594 0.783 0.407 0.061
H 40.2917 -2.8936 6.0312 0.129 0.003 0.742 0.151
H 38.2862 -2.8408 6.9775 -0.209 -0.472 0.044 0.145
H 37.9283 -3.1121 5.2389 0.356 -0.500 -0.113 0.135
H 35.6441 -2.0861 5.1067 0.142 -0.185 -0.184 0.091
H 35.3668 -0.8846 6.3360 0.459 0.276 0.074 0.084
H 35.8643 -2.4901 6.8213 0.089 -0.090 0.049 0.101
H 40.0395 -2.6930 4.1012 -0.526 -0.344 -1.464 0.084
H 41.0514 -1.6356 4.3486 0.529 0.792 0.156 0.093
C 38.2270 -0.7417 -2.8451 1.261 0.787 -1.778 -0.029
C 39.0335 0.5247 -3.2897 -0.455 0.579 -0.150 -0.397
C 38.7294 1.0880 -4.7171 1.530 -2.749 -0.032 -0.235
O 39.3902 2.2984 -4.8948 -0.310 1.827 -0.900 -0.184
C 39.0169 2.9498 -6.1537 0.273 -0.245 0.333 -0.056
N 38.6421 1.5901 -2.4146 -1.224 1.512 1.816 0.017
H 37.1526 -0.5848 -2.9409 -0.018 0.317 0.601 0.057
H 38.6090 -1.0121 -1.8607 -0.545 -0.169 -0.021 0.061
H 38.4235 -1.5113 -3.5915 0.255 -0.410 0.274 0.080
H 40.0858 0.4368 -3.0196 0.253 -0.676 -0.878 0.131
H 37.6494 0.9737 -4.8100 -0.515 1.113 -0.139 0.124
H 39.1294 0.4504 -5.5055 -0.067 -0.661 -0.043 0.124
H 39.7117 3.6505 -6.6167 0.877 0.164 1.243 0.084
H 38.1275 3.5530 -5.9716 -0.429 -0.544 -0.381 0.089
H 39.0122 2.2313 -6.9733 -0.985 -0.431 0.211 0.088
H 37.7267 1.8934 -2.7151 -0.806 -0.196 0.244 0.074
H 39.1246 2.4591 -2.5939 0.895 -0.129 -0.213 0.078
C 31.5535 1.5035 2.0968 -1.588 0.691 0.139 -0.053
C 31.9741 0.2922 1.3594 -0.138 -0.882 0.264 -0.459
C 30.8993 -0.3521 0.4494 0.906 -0.111 1.475 -0.159
O 31.4592 -1.6103 0.0519 0.287 0.105 0.408 -0.201
C 30.7603 -2.4241 -0.8806 -0.484 1.924 -1.530 -0.086
N 33.1628 0.6570 0.6293 0.877 -1.318 -1.332 0.019
H 32.3628 2.0685 2.5594 0.098 -0.202 -0.134 0.082
H 30.7897 1.2951 2.8460 0.008 0.003 0.052 0.093
H 31.0758 2.1244 1.3390 -0.039 0.620 0.190 0.092
H 32.2291 -0.5048 2.0578 0.315 -0.134 0.132 0.141
H 30.6995 0.3964 -0.3174 -0.293 -0.455 -0.704 0.133
H 30.0447 -0.4777 1.1143 -0.497 -0.220 -0.405 0.135
H 31.3929 -3.1510 -1.3901 0.160 -0.404 1.034 0.089
H 30.5613 -1.7596 -1.7214 -0.441 0.160 -0.370 0.081
H 29.7712 -2.7710 -0.5816 0.327 -0.409 0.542 0.096
H 32.9189 1.1557 -0.2144 -0.569 1.078 -0.032 0.109
H 33.4000 -0.1880 0.1295 0.644 -0.753 0.019 0.054
C 37.3186 2.1237 8.3356 0.282 1.413 1.908 -0.038
C 37.2863 2.8160 6.9915 -0.829 -1.107 1.497 -0.408
C 38.6640 3.1618 6.5715 0.451 0.672 -2.139 -0.266
O 39.0983 4.2424 7.3014 1.242 1.084 1.886 -0.180
C 40.5290 4.2767 7.5399 -1.636 0.167 0.689 -0.040
N 36.6668 1.8444 6.1497 -0.414 -1.064 -2.628 0.044
H 36.4236 1.5350 8.5369 -0.146 0.359 0.055 0.085
H 37.4442 2.9176 9.0719 -0.253 -0.243 0.560 0.090
H 38.1599 1.4595 8.5336 0.249 -0.095 -0.642 0.086
H 36.7165 3.7452 6.9942 -0.248 -0.084 0.219 0.149
H 38.6994 3.6092 5.5782 -0.418 -0.913 -1.001 0.107
H 39.3014 2.2776 6.5602 0.345 -0.112 0.368 0.115
H 40.7293 5.1346 8.1817 -0.153 0.050 -0.137 0.094
H 41.0836 4.4166 6.6121 0.169 -0.520 -0.016 0.086
H 40.6920 3.3904 8.1532 0.937 -0.191 -0.451 0.095
H 37.1221 0.9528 6.2833 0.536 -0.233 -0.193 0.066
H 35.7083 1.5858 6.3354 -0.262 0.814 0.592 0.101
O 35.0195 -1.1278 -1.0969 -0.035 0.128 0.413 -0.028
H 34.7704 -1.9915 -0.7681 -0.263 -0.453 -0.029 0.066
H 34.9224 -1.1954 -2.0468 0.094 0.061 -0.346 0.066
O 37.9668 -3.1562 1.6291 -0.170 0.130 -0.138 -0.021
H 38.8036 -3.2921 2.0735 0.299 0.114 0.000 0.034
H 37.3726 -3.7849 2.0388 -0.252 -0.275 0.050 0.064
O 36.8585 -0.6730 1.0268 -0.601 -3.912 -2.533 -0.123
H 36.1285 -0.8668 0.4388 -0.261 0.186 -0.816 0.020
H 37.2795 -1.5200 1.1739 0.806 -0.779 0.424 0.018
O 35.5148 4.1761 -0.7497 0.050 -0.131 0.041 -0.029
H 36.3901 4.5627 -0.7740 0.268 0.171 -0.041 0.024
H 34.9752 4.7708 -1.2705 -0.355 0.098 -0.112 0.060
O 36.8685 2.4178 3.5878 -0.154 1.170 -0.674 -0.147
H 36.7329 2.2997 4.5279 -0.050 -0.807 1.755 -0.030
H 37.0080 3.3588 3.4818 0.333 0.994 -0.420 -0.020
O 35.0394 0.4050 2.9920 -1.105 -0.955 1.141 -0.092
H 34.5282 0.7405 3.7285 -0.010 0.276 0.278 0.070
H 34.3893 0.2135 2.3161 -0.524 0.070 -0.578 0.010
O 38.1269 -0.0646 3.6164 -0.294 0.314 0.053 -0.108
H 39.0606 -0.2735 3.6429 0.539 -0.371 -0.107 -0.001
H 37.7478 -0.5683 4.3367 -0.261 -0.233 0.591 0.009
O 35.6168 1.8697 0.7810 -1.021 1.411 -1.751 -0.121
H 35.6889 2.7297 0.3668 0.032 0.672 -0.365 0.010
H 34.7887 1.5158 0.4565 -0.878 -0.398 0.294 0.004



No. 2
58
Properties=species:S:1:pos:R:3:forces:R:3:mulliken_spin:R:1 method="wB97M-V/def2-TZVPD" lumo_energy_ev="-8.451 / -8.082" total_charge=+2 energy_ha=-12453.43544 e_above_lowest_kj_mol=359.6 multiplicity=2 s_squared=0.86
Re 0.3000 -0.3387 -0.5528 -0.667 -1.528 0.656 0.968
C -1.0666 -3.6317 -0.7825 -0.007 0.069 -0.007 0.003
C 0.4092 -3.6585 -0.7426 0.007 -0.500 0.024 -0.026
C 1.0901 -4.8883 -0.7556 0.255 0.157 -0.011 0.003
C 2.4587 -4.9335 -0.7452 -0.184 0.129 -0.006 -0.012
C 3.1776 -3.7261 -0.7372 -0.032 0.202 0.009 0.003
C 4.5962 -3.6217 -0.7582 0.330 0.142 -0.008 -0.061
Br 5.6668 -5.1823 -0.7254 -0.254 0.379 -0.030 -0.012
C 5.2191 -2.3883 -0.7997 0.062 -0.658 0.030 0.026
C 4.4713 -1.2178 -0.8003 -1.182 0.661 0.052 -0.051
Br 5.2942 0.4740 -0.8677 -0.017 -0.310 0.014 -0.009
C 3.0656 -1.2589 -0.7399 1.775 -2.578 -0.115 -0.008
O 2.3237 -0.2121 -0.7167 -3.437 1.482 0.275 -0.090
C 2.4216 -2.5344 -0.7177 1.028 0.506 -0.097 -0.013
N 1.0623 -2.5009 -0.7075 -0.510 0.688 0.097 0.070
H -1.4929 -4.6271 -0.7118 0.006 -0.032 0.043 0.000
H -1.3917 -3.1855 -1.7216 -0.087 0.035 0.017 0.001
H -1.4511 -3.0115 0.0243 -0.105 -0.034 -0.026 -0.003
H 0.5155 -5.7974 -0.7807 -0.123 -0.114 0.001 0.000
H 2.9852 -5.8751 -0.7554 0.038 -0.088 0.002 -0.002
H 6.2965 -2.3276 -0.8284 0.051 -0.016 -0.002 -0.001
Br 0.6269 1.0645 6.0181 -0.094 -0.131 -0.578 0.001
C 0.4283 0.6498 4.1936 -0.038 -0.139 -0.034 0.004
C 0.0074 -0.6204 3.7832 0.149 0.437 0.154 -0.001
C -0.0718 -0.8838 2.4344 -0.075 -0.489 0.099 0.001
N 0.2275 0.0175 1.4892 0.316 0.504 -0.570 -0.001
C 0.6061 1.2672 1.8746 -0.066 -0.145 0.494 0.038
C 0.7168 1.6012 3.2171 -0.075 -0.159 -0.112 0.000
C 0.9385 2.1714 0.7728 0.141 0.365 -0.357 -0.016
C 1.4884 3.4353 0.9368 -0.045 -0.086 -0.172 -0.005
C 1.8836 4.1574 -0.1877 -0.007 -0.080 -0.175 0.021
Br 2.6229 5.8811 -0.0009 -0.187 -0.507 -0.062 0.005
C 1.7146 3.5768 -1.4487 0.133 0.362 0.475 -0.012
C 1.1154 2.3373 -1.5257 0.062 0.174 -0.392 0.038
N 0.7164 1.6526 -0.4562 0.666 0.723 0.394 -0.058
H -0.2264 -1.3832 4.5107 -0.049 -0.061 -0.063 0.000
H -0.3712 -1.8643 2.0877 0.008 0.029 -0.065 0.003
H 1.0387 2.5846 3.5168 0.017 0.097 -0.024 0.000
H 1.6279 3.8561 1.9183 0.048 0.016 0.097 0.000
H 2.0442 4.0901 -2.3398 -0.062 -0.032 -0.057 0.000
H 0.9462 1.8704 -2.4902 0.000 0.029 0.083 0.005
I -4.3247 -2.7694 -0.8960 -0.077 0.503 0.044 0.006
C -4.1486 -0.6771 -0.7819 1.332 -0.563 -0.008 0.022
C -5.3553 0.0116 -0.7749 -0.516 0.561 0.013 -0.019
C -5.4089 1.3864 -0.7205 -0.330 -0.167 -0.021 0.043
I -7.3013 2.3088 -0.6898 0.522 -0.245 -0.010 0.007
C -4.1996 2.1295 -0.7003 0.031 -0.217 -0.021 -0.009
C -4.1480 3.5346 -0.6953 0.212 0.151 -0.007 0.011
C -2.9343 4.1726 -0.7115 -0.219 -0.068 0.051 -0.004
C -1.7779 3.3897 -0.6962 -0.257 0.010 -0.021 0.006
N -1.7938 2.0781 -0.6909 0.130 -0.180 -0.020 0.025
C -2.9610 1.4301 -0.7045 -0.299 -0.389 0.052 0.016
C -2.8920 -0.0242 -0.7216 -2.801 1.310 0.034 0.001
O -1.7677 -0.6481 -0.6817 4.373 -0.442 -0.113 0.087
H -6.2757 -0.5552 -0.8154 0.029 0.022 0.016 0.000
H -5.0697 4.0988 -0.6804 -0.024 0.015 -0.047 0.002
H -2.8616 5.2477 -0.7345 -0.021 0.103 0.040 0.001
H -0.8093 3.8662 -0.6870 0.127 0.100 -0.031 -0.002



No. 3
57
Properties=species:S:1:pos:R:3:forces:R:3:lowdin_charge:R:1 method="wB97M-V/def2-TZVPD" lumo_energy_ev=2.330 total_charge=-1 energy_ha=-2205.82934 e_above_lowest_kj_mol=32.0
Pd 1.4701 -0.3669 0.0018 -0.384 0.786 0.185 0.904
C 1.5366 -0.1127 -4.3194 -0.394 -0.713 -0.815 -0.062
C 1.6802 0.1879 -2.9760 -0.251 -0.462 1.270 -0.112
N 1.2436 -0.6277 -2.0130 0.508 0.560 -1.000 -0.012
C 0.5820 -1.7768 -2.3198 0.044 0.242 -0.776 -0.122
C 0.3466 -2.1179 -3.6849 0.212 0.366 0.164 -0.167
C 0.8770 -1.2682 -4.6840 0.264 0.459 0.546 -0.014
C -0.4020 -3.2583 -4.0037 -0.384 -0.634 0.068 -0.082
C -0.9134 -4.0459 -2.9901 0.079 0.245 -1.015 -0.108
C -0.6832 -3.7521 -1.6646 0.271 0.460 0.428 -0.029
C 0.0827 -2.6359 -1.2710 -0.385 -1.139 1.529 -0.201
N 0.4112 -2.3172 -0.0092 -0.506 -0.194 -0.008 0.014
C 0.1073 -2.6627 1.2531 -0.385 -1.127 -1.529 -0.201
C -0.6034 -3.8182 1.6393 0.275 0.464 -0.466 -0.029
C -0.8304 -4.1272 2.9623 0.072 0.250 0.989 -0.107
C -0.3723 -3.3100 3.9781 -0.423 -0.718 -0.066 -0.082
C 0.3292 -2.1381 3.6680 0.214 0.366 -0.153 -0.167
C 0.7885 -1.2575 4.6755 0.282 0.444 -0.567 -0.012
C 1.4289 -0.0882 4.3200 -0.425 -0.698 0.781 -0.061
C 1.6296 0.1932 2.9796 -0.185 -0.501 -1.287 -0.116
N 1.2441 -0.6431 2.0114 0.392 0.626 0.934 -0.013
C 0.5839 -1.7969 2.3069 0.027 0.230 0.789 -0.121
H 1.9407 0.5549 -5.0655 0.016 0.074 -0.032 0.098
H 2.1530 1.1069 -2.6520 0.003 -0.141 0.058 0.109
H 0.7512 -1.5369 -5.7234 -0.040 0.002 -0.087 0.107
H -0.5832 -3.5000 -5.0419 0.007 -0.013 -0.068 0.094
H -1.5092 -4.9150 -3.2337 -0.034 -0.083 -0.087 0.096
H -1.0940 -4.4065 -0.9184 -0.002 -0.003 0.073 0.070
H -0.9692 -4.4957 0.8888 0.024 0.023 -0.057 0.071
H -1.3863 -5.0270 3.1971 0.013 -0.022 0.093 0.097
H -0.5606 -3.5582 5.0130 0.005 0.007 0.095 0.094
H 0.6223 -1.5189 5.7111 -0.020 0.024 0.091 0.107
H 1.7760 0.6080 5.0673 0.032 0.073 0.074 0.098
H 2.1153 1.1099 2.6620 -0.066 -0.199 -0.023 0.110
F -4.4773 6.9845 -1.1870 -0.034 -0.208 -0.252 0.122
C -3.8991 6.6507 -0.0206 -0.096 0.418 0.080 -0.583
F -3.0369 7.6620 0.2555 0.170 -0.028 0.038 0.116
F -4.8670 6.7604 0.9170 -0.058 -0.222 0.141 0.119
C -3.2206 5.3243 -0.0307 -0.069 0.012 -0.049 -0.148
C -3.0210 4.6238 -1.2171 -0.116 0.308 0.241 -0.023
C -2.2697 3.4698 -1.2111 0.047 -0.054 0.091 -0.027
C -1.6950 2.9979 -0.0240 -0.032 0.116 -0.025 -0.264
C -1.9547 3.6836 1.1709 -0.042 0.050 -0.022 -0.026
C -2.7046 4.8355 1.1688 -0.134 0.173 -0.241 -0.025
C -0.8239 1.8885 -0.0215 -0.050 -0.246 -0.002 -0.156
C -0.0214 0.9760 0.0055 0.309 -0.112 -0.043 -0.102
H -3.4409 4.9951 -2.1399 -0.019 0.054 -0.057 0.112
H -2.0946 2.9347 -2.1320 0.051 -0.086 -0.026 0.113
H -1.5321 3.3117 2.0917 0.051 -0.076 0.034 0.114
H -2.8817 5.3759 2.0874 -0.002 0.055 0.080 0.117
F 3.6701 -2.0694 -1.1481 -0.250 0.134 0.063 0.012
C 3.2634 -1.3959 -0.0069 0.431 0.508 0.045 -0.434
F 3.5936 -2.2530 1.0308 -0.202 0.125 -0.105 0.014
C 4.1947 -0.1912 0.1271 0.205 0.657 -0.162 -0.602
F 4.1149 0.3426 1.3587 0.166 -0.141 0.259 0.106
F 5.5013 -0.3949 -0.1167 0.176 -0.225 -0.038 0.127
F 3.8095 0.8052 -0.7212 0.641 -0.267 -0.184 0.064